DFT (ωB97M-V/def2-TZVPD) results for a molecular structure, C20H43ClNO6S2.

E_HOMO: -6.05 eV
Net charge: -1

Structure (XYZ):
```
73
C20H43ClNO6S2 (ωB97M-V/def2-TZVPD)
C 3.919 -1.878 -0.400
C 3.822 -1.276 -1.807
Cl 4.890 0.199 -1.882
C 4.213 -2.216 -2.959
S 3.080 -2.258 -4.373
O 3.943 -2.437 -5.521
O 2.317 -1.022 -4.296
N 2.163 -3.560 -4.292
S 1.125 -3.778 -3.112
O 0.376 -4.984 -3.401
O 1.754 -3.698 -1.800
C -0.053 -2.430 -3.147
C -1.415 -2.882 -2.625
C -2.432 -1.738 -2.476
C -2.622 -0.839 -3.687
O -1.548 0.089 -3.960
C -1.200 0.929 -2.968
O -0.407 0.673 -2.117
H 2.934 -2.198 -0.066
H 4.582 -2.745 -0.390
H 4.305 -1.136 0.301
H 2.826 -0.874 -1.991
H 5.136 -1.858 -3.419
H 4.349 -3.239 -2.613
H -0.099 -2.039 -4.164
H 0.337 -1.632 -2.514
H -1.814 -3.681 -3.256
H -1.270 -3.329 -1.634
H -2.207 -1.145 -1.583
H -3.420 -2.184 -2.297
H -2.690 -1.443 -4.596
H -3.555 -0.268 -3.600
H -1.691 1.913 -3.027
C -3.914 1.418 0.095
C -3.334 1.871 1.431
C -3.394 3.382 1.649
C -2.628 4.218 0.623
C -1.140 3.892 0.508
C -0.362 4.130 1.799
H -3.346 1.833 -0.740
H -3.875 0.331 0.008
H -4.956 1.727 -0.015
H -2.302 1.514 1.500
H -3.879 1.384 2.243
H -3.028 3.609 2.654
H -4.443 3.697 1.633
H -2.739 5.275 0.888
H -3.093 4.105 -0.360
H -0.712 4.513 -0.282
H -1.004 2.858 0.181
H -0.457 5.168 2.125
H 0.698 3.921 1.649
H -0.710 3.486 2.609
C 1.690 -1.197 5.559
C 2.185 -0.234 4.484
C 1.153 0.819 4.087
C -0.142 0.266 3.494
C 0.031 -0.600 2.248
C 0.650 0.146 1.071
H 0.832 -1.776 5.216
H 2.471 -1.905 5.840
H 1.391 -0.654 6.459
H 2.496 -0.801 3.603
H 3.081 0.277 4.846
H 1.611 1.513 3.377
H 0.900 1.417 4.971
H -0.792 1.111 3.245
H -0.679 -0.309 4.255
H -0.954 -0.971 1.949
H 0.629 -1.486 2.479
H 0.050 1.019 0.804
H 0.708 -0.494 0.192
H 1.662 0.488 1.294
```

Partial atomic charges computed with the Löwdin method, in multiples of e:
1. C -0.13
2. C -0.71
3. Cl 0.55
4. C -0.28
5. S 0.50
6. O -0.35
7. O -0.35
8. N -0.34
9. S 0.51
10. O -0.35
11. O -0.35
12. C -0.26
13. C -0.21
14. C -0.18
15. C -0.17
16. O -0.05
17. C -0.35
18. O 0.10
19. H 0.06
20. H 0.08
21. H 0.05
22. H 0.07
23. H 0.07
24. H 0.09
25. H 0.10
26. H 0.08
27. H 0.11
28. H 0.12
29. H 0.10
30. H 0.11
31. H 0.13
32. H 0.12
33. H 0.14
34. C -0.10
35. C -0.26
36. C -0.23
37. C -0.23
38. C -0.26
39. C -0.10
40. H 0.06
41. H 0.07
42. H 0.07
43. H 0.08
44. H 0.11
45. H 0.10
46. H 0.11
47. H 0.11
48. H 0.10
49. H 0.11
50. H 0.08
51. H 0.07
52. H 0.07
53. H 0.05
54. C -0.11
55. C -0.27
56. C -0.23
57. C -0.23
58. C -0.25
59. C -0.09
60. H 0.06
61. H 0.07
62. H 0.07
63. H 0.10
64. H 0.10
65. H 0.10
66. H 0.11
67. H 0.08
68. H 0.10
69. H 0.10
70. H 0.10
71. H 0.05
72. H 0.06
73. H 0.07

***

DFT (ωB97M-V/def2-TZVPD) results for a molecular structure, C20H43DyN2P3SSe.

E_HOMO (alpha / beta): -16.80 / -16.80 eV
Energy above the lowest of the compared OMol25 structures with the same formula, charge and spin: 25.5 kcal/mol
Net charge: +3
2S+1: 6

Structure (XYZ):
```
71
C20H43DyN2P3SSe (ωB97M-V/def2-TZVPD)
Dy -0.593 -0.078 0.408
P 1.424 1.962 0.563
P -2.699 1.326 1.166
P -0.539 1.320 -2.208
H 2.363 -2.968 -1.023
C 2.848 -2.279 -1.751
C 3.579 -1.252 -1.314
H 3.803 -1.093 -0.244
C 2.587 1.777 1.986
C 0.641 3.578 1.018
C 2.651 2.613 -0.661
C -4.112 0.191 0.843
C -2.356 1.350 2.978
C -3.077 2.978 0.511
C 0.827 0.930 -3.373
C -0.606 3.156 -2.377
C -1.999 0.887 -3.259
H 2.612 -2.381 -2.805
H 3.879 -0.438 -2.002
H 3.183 0.854 1.930
H 2.078 1.812 2.959
H 3.266 2.635 1.914
H -0.040 3.492 1.878
H 0.077 4.015 0.182
H 1.462 4.261 1.280
H 3.363 1.836 -0.970
H 3.194 3.409 -0.137
H 2.195 3.044 -1.560
H -5.033 0.461 1.382
H -3.823 -0.838 1.117
H -4.333 0.148 -0.234
H -3.239 1.585 3.592
H -1.561 2.072 3.235
H -1.958 0.366 3.290
H -4.022 3.429 0.871
H -3.120 2.935 -0.596
H -2.248 3.671 0.741
H 0.464 1.074 -4.404
H 1.142 -0.113 -3.225
H 1.697 1.577 -3.206
H -0.873 3.408 -3.409
H 0.364 3.587 -2.129
H -1.365 3.550 -1.698
H -1.897 1.319 -4.263
H -2.923 1.235 -2.780
H -2.039 -0.208 -3.338
C -1.618 -3.556 -2.131
C -0.405 -4.200 -2.378
C -0.337 -5.398 -3.107
C -1.521 -5.991 -3.557
C -2.754 -5.386 -3.277
C -2.797 -4.207 -2.523
Se -1.719 -1.736 -1.324
H -0.803 -1.989 0.019
H 0.525 -3.767 -1.997
H 0.616 -5.882 -3.340
H -1.491 -6.925 -4.138
H -3.679 -5.842 -3.650
H -3.758 -3.782 -2.242
S -0.058 -1.707 2.478
C 1.091 -1.037 3.544
N 0.918 -0.219 4.607
C 2.137 0.045 5.354
C 3.187 -0.725 4.567
N 2.390 -1.366 3.530
H 0.028 0.164 4.876
H 2.069 -0.339 6.380
H 2.340 1.123 5.387
H 3.683 -1.477 5.196
H 3.947 -0.088 4.085
H 2.763 -1.908 2.765
```

Partial atomic charges computed with the Löwdin method, in multiples of e:
1. Dy 0.64
2. P 0.72
3. P 0.70
4. P 0.68
5. H 0.06
6. C -0.08
7. C -0.08
8. H 0.05
9. C -0.26
10. C -0.25
11. C -0.23
12. C -0.24
13. C -0.25
14. C -0.23
15. C -0.23
16. C -0.25
17. C -0.29
18. H 0.06
19. H 0.06
20. H 0.04
21. H 0.04
22. H 0.06
23. H 0.04
24. H 0.03
25. H 0.07
26. H 0.05
27. H 0.07
28. H 0.03
29. H 0.08
30. H 0.04
31. H 0.05
32. H 0.08
33. H 0.05
34. H 0.00
35. H 0.09
36. H 0.04
37. H 0.04
38. H 0.07
39. H 0.03
40. H 0.04
41. H 0.07
42. H 0.02
43. H 0.02
44. H 0.07
45. H 0.05
46. H -0.01
47. C -0.47
48. C -0.10
49. C -0.03
50. C -0.02
51. C -0.03
52. C -0.10
53. Se 0.90
54. H -0.17
55. H 0.08
56. H 0.13
57. H 0.14
58. H 0.13
59. H 0.11
60. S 0.63
61. C -0.77
62. N 0.05
63. C -0.11
64. C -0.10
65. N 0.04
66. H 0.15
67. H 0.14
68. H 0.13
69. H 0.14
70. H 0.13
71. H 0.15

***

DFT (ωB97M-V/def2-TZVPD) results for a molecular structure, C20H43InN2P3Se.

E_HOMO: -15.52 eV
Energy above the lowest of the compared OMol25 structures with the same formula, charge and spin: 0.0 kcal/mol
Net charge: +3

Structure (XYZ):
```
70
C20H43InN2P3Se (ωB97M-V/def2-TZVPD)
In -0.813 0.187 0.269
P 2.980 0.497 0.833
P -1.327 1.657 2.331
P -0.063 2.056 -1.439
H 0.491 -3.541 -2.631
C 1.237 -2.887 -3.100
C 2.367 -2.536 -2.466
H 2.611 -2.891 -1.457
C 3.373 -1.043 1.650
C 3.176 1.875 1.954
C 3.994 0.675 -0.626
C -3.102 2.065 2.352
C -1.091 0.717 3.872
C -0.520 3.256 2.667
C 0.863 1.472 -2.898
C 0.943 3.465 -0.840
C -1.530 2.853 -2.173
H 1.005 -2.513 -4.104
H 3.121 -1.907 -2.964
H 3.054 -1.893 1.029
H 2.867 -1.096 2.625
H 4.460 -1.109 1.812
H 2.511 1.754 2.822
H 2.944 2.823 1.447
H 4.216 1.911 2.313
H 3.678 -0.030 -1.407
H 5.037 0.455 -0.359
H 3.944 1.702 -1.015
H -3.454 2.012 3.391
H -3.659 1.348 1.731
H -3.251 3.079 1.957
H -1.937 0.929 4.539
H -0.152 1.021 4.354
H -1.053 -0.358 3.660
H -0.991 3.704 3.554
H -0.652 3.938 1.817
H 0.552 3.116 2.861
H 0.580 2.092 -3.761
H 0.613 0.424 -3.108
H 1.945 1.554 -2.727
H 0.741 4.343 -1.472
H 2.015 3.232 -0.896
H 0.691 3.717 0.198
H -1.228 3.337 -3.113
H -1.930 3.607 -1.481
H -2.307 2.105 -2.377
C -3.385 -0.620 -1.961
C -2.611 -1.453 -2.797
C -2.823 -1.440 -4.177
C -3.787 -0.587 -4.734
C -4.539 0.261 -3.908
C -4.337 0.257 -2.528
Se -3.245 -0.704 -0.073
H 1.590 0.457 0.454
H -1.861 -2.104 -2.345
H -2.236 -2.103 -4.816
H -3.965 -0.596 -5.811
H -5.292 0.926 -4.336
H -4.924 0.896 -1.867
C -0.110 -4.057 3.904
N 0.279 -3.784 2.513
C 1.110 -4.776 1.815
C 0.027 -2.640 1.951
N -0.168 -1.612 1.402
H 0.098 -5.111 4.104
H -1.182 -3.857 4.044
H 0.461 -3.430 4.608
H 0.725 -4.952 0.802
H 2.157 -4.441 1.740
H 1.068 -5.704 2.394
```

Partial atomic charges computed with the Löwdin method, in multiples of e:
1. In 0.32
2. P 0.88
3. P 0.73
4. P 0.76
5. H 0.06
6. C -0.06
7. C -0.09
8. H 0.03
9. C -0.19
10. C -0.18
11. C -0.18
12. C -0.23
13. C -0.23
14. C -0.24
15. C -0.22
16. C -0.22
17. C -0.20
18. H 0.07
19. H 0.05
20. H 0.05
21. H 0.07
22. H 0.09
23. H 0.06
24. H 0.06
25. H 0.10
26. H 0.05
27. H 0.09
28. H 0.07
29. H 0.07
30. H -0.01
31. H 0.07
32. H 0.07
33. H 0.06
34. H 0.03
35. H 0.09
36. H 0.05
37. H 0.03
38. H 0.08
39. H 0.05
40. H 0.04
41. H 0.09
42. H 0.04
43. H 0.02
44. H 0.08
45. H 0.07
46. H 0.04
47. C -0.69
48. C -0.15
49. C -0.07
50. C -0.05
51. C -0.06
52. C -0.14
53. Se 0.75
54. H -0.04
55. H 0.08
56. H 0.11
57. H 0.12
58. H 0.12
59. H 0.11
60. C 0.01
61. N -0.16
62. C 0.01
63. C -0.19
64. N 0.09
65. H 0.11
66. H 0.11
67. H 0.11
68. H 0.11
69. H 0.10
70. H 0.11

***

Number 1: molecular weight 493.15 g/mol, strongest force on any atom 0.0075 hartree/bohr, energy -2550.6793 Eh. Number 2: molecular weight 678.03 g/mol, strongest force on any atom 0.0587 hartree/bohr, energy -5605.1468 Eh. Number 3: molecular weight 598.28 g/mol, strongest force on any atom 0.0459 hartree/bohr, energy -4512.0342 Eh.